C13H43BNO21 | ωB97M-V/def2-TZVPD

XYZ file:
```
79
C13H43BNO21 ωB97M-V/def2-TZVPD
O 2.372 2.618 1.980
C 1.811 1.569 2.214
O 0.586 1.184 2.037
B 0.297 -0.184 2.332
O 1.605 -0.665 2.789
C 2.517 0.336 2.745
O 3.717 0.218 3.105
O -0.140 -0.949 1.161
C -1.485 -1.196 1.211
O -2.132 -1.933 0.458
C -1.950 -0.691 2.590
O -0.905 -0.193 3.271
O -3.086 -1.011 3.058
C 0.447 0.017 -2.173
C -0.561 1.144 -2.570
C 0.189 2.484 -2.939
C 0.904 2.341 -4.346
C -0.251 2.094 -5.375
C -0.988 0.820 -5.149
N -1.381 0.668 -3.673
O -2.037 -0.482 -3.430
C -2.279 0.900 -6.132
C -0.088 -0.426 -5.496
C -1.450 1.542 -1.345
H -0.161 -0.884 -2.086
H 0.903 0.210 -1.202
H 1.285 -0.070 -2.865
H -0.542 3.288 -3.023
H 0.984 2.667 -2.216
H 1.634 1.532 -4.381
H 1.370 3.308 -4.536
H -0.017 2.246 -6.429
H -1.019 2.864 -5.312
H -2.989 1.662 -5.810
H -1.976 1.187 -7.139
H -2.822 -0.045 -6.132
H -0.530 -1.408 -5.328
H 0.303 -0.480 -6.512
H 0.746 -0.470 -4.796
H -1.795 2.575 -1.315
H -0.921 1.356 -0.410
H -2.250 0.840 -1.110
H -1.456 -1.238 -3.539
O 4.849 3.731 2.625
H 4.066 3.184 2.573
H 5.377 3.466 1.872
O 4.387 -2.221 5.264
H 4.575 -1.546 4.612
H 4.082 -1.736 6.031
O -1.442 -4.516 -1.328
H -2.269 -4.265 -0.916
H -0.785 -4.389 -0.644
O -4.296 -4.078 0.149
H -4.290 -3.682 -0.722
H -4.643 -3.395 0.722
O 4.263 -2.202 1.867
H 3.949 -1.617 2.556
H 4.616 -1.617 1.198
O 5.165 0.723 5.669
H 4.987 0.300 6.509
H 6.018 0.379 5.403
O -0.183 4.693 1.360
H 0.237 3.899 1.030
H -0.983 4.775 0.842
O -2.235 -5.110 2.032
H -2.792 -4.708 1.365
H -1.440 -5.361 1.561
O -3.922 -3.813 4.668
H -3.333 -3.068 4.549
H -4.783 -3.481 4.412
O 0.241 -4.116 0.781
H 1.108 -3.860 0.466
H -0.121 -3.316 1.162
O 2.158 4.786 3.634
H 2.104 4.193 2.885
H 1.256 4.861 3.946
O -4.302 1.399 3.547
H -3.949 0.518 3.424
H -4.133 1.844 2.717
```

The value obtained for the LUMO energy is 1.54 eV. The value obtained for the HOMO energy is -6.5 eV. For the frontier orbital gap, the calculation gives 8.06 eV. The total charge is -1.

Results of the Mulliken charge analysis, in e, for atoms 1 through 8:
1. O -0.934
2. C 0.593
3. O -0.413
4. B 1.407
5. O -0.589
6. C 0.578
7. O -0.652
8. O -0.209